1.
DFT (ωB97M-V/def2-TZVPD) results for a molecular structure, C24H53CeNO3P2 at a distorted geometry.

Each line ends with the Löwdin charge.
Cartesian coordinates (Å):
Ce -0.102 -0.108 -0.093  1.025
C 1.881 -0.613 -1.269  -0.016
O 2.852 -0.940 -1.842  0.255
C -2.506 0.105 -0.351  -0.009
O -3.653 0.323 -0.259  0.248
P -0.143 2.418 -1.507  1.042
C -0.535 2.345 -3.315  -0.513
H -0.565 3.399 -3.629  0.110
C -1.456 3.565 -0.835  -0.506
H -2.363 2.932 -0.874  0.093
C 1.524 3.263 -1.481  -0.503
H 2.171 2.545 -2.019  0.103
C 1.351 -3.843 0.929  -0.517
P -0.123 -2.984 0.214  1.047
H -0.897 -4.595 -1.365  0.136
H 2.136 -3.678 0.170  0.110
C -1.605 -3.756 1.061  -0.484
H -1.388 -4.837 0.997  0.126
C -1.221 3.939 0.633  -0.081
H -2.119 4.440 1.026  0.115
H -0.392 4.648 0.740  0.085
H -1.027 3.073 1.279  0.060
C -1.716 4.823 -1.664  -0.054
H -0.887 5.534 -1.586  0.083
H -2.611 5.326 -1.267  0.121
H -1.908 4.613 -2.720  0.087
C 1.560 4.597 -2.231  -0.054
H 1.090 4.554 -3.220  0.088
H 2.611 4.891 -2.389  0.122
H 1.090 5.398 -1.646  0.089
C 2.089 3.407 -0.062  -0.084
H 3.120 3.788 -0.123  0.116
H 2.129 2.457 0.482  0.051
H 1.517 4.125 0.534  0.077
C 0.564 1.631 -4.107  -0.101
H 1.527 2.150 -4.058  0.088
H 0.258 1.574 -5.161  0.118
H 0.737 0.609 -3.755  0.008
C -1.909 1.717 -3.566  -0.079
H -1.963 0.673 -3.228  0.059
H -2.097 1.719 -4.649  0.119
H -2.721 2.267 -3.077  0.086
C 1.150 -5.351 1.117  -0.057
H 0.849 -5.871 0.199  0.091
H 0.414 -5.563 1.900  0.094
H 2.104 -5.794 1.443  0.122
C 1.812 -3.185 2.229  -0.086
H 1.073 -3.292 3.024  0.073
C -1.133 -2.716 -2.362  -0.132
H 2.027 -2.119 2.107  0.058
H 2.730 -3.674 2.572  0.114
C 1.023 -4.028 -2.177  -0.059
H -0.595 -1.765 -2.472  -0.019
H -1.246 -3.150 -3.361  0.124
H -2.126 -2.453 -1.989  0.076
C -0.314 -3.675 -1.505  -0.491
H 0.837 -4.286 -3.228  0.116
H 1.493 -4.892 -1.702  0.091
H 1.739 -3.198 -2.160  0.060
C -2.934 -3.483 0.339  -0.072
H -3.155 -2.409 0.258  0.055
H -3.741 -3.951 0.920  0.118
H -2.948 -3.919 -0.663  0.084
C -1.710 -3.365 2.549  -0.073
H -1.776 -2.269 2.684  0.075
H -0.862 -3.735 3.147  0.074
H -2.629 -3.814 2.968  0.115
H -0.249 -1.272 -3.908  0.053
H -0.129 -0.809 -4.488  0.116
C 1.235 1.445 5.415  0.023
N 1.375 1.081 4.004  -0.084
C 2.737 1.126 3.464  0.026
C 0.319 0.820 3.265  -0.384
C -1.024 0.860 3.928  0.051
O 0.441 0.526 2.006  -0.248
H 2.233 1.662 5.793  0.115
H 0.811 0.626 6.015  0.127
H 0.618 2.347 5.546  0.123
H 3.395 0.589 4.162  0.125
H 2.791 0.665 2.479  0.078
H 3.090 2.169 3.421  0.129
H -1.145 1.835 4.421  0.118
H -1.826 0.699 3.204  0.093
H -1.056 0.095 4.717  0.125

Summary:
charge	+4
electronic energy	-2382.93131	Ha
Kohn-Sham gap (alpha / beta)	6.0 / 6.0	eV
HOMO energy (alpha / beta)	-21.58 / -21.59	eV



2.
DFT (ωB97M-V/def2-TZVPD) results for 14 unconnected molecules or ions with the total composition C24H53Cl26NO7P2 at a distorted geometry.

Each line ends with the Löwdin charge.
Cartesian coordinates (Å):
C -5.209 -0.541 3.772  -0.120
C -5.048 -1.958 3.134  -0.261
C -3.573 -2.357 3.130  -0.186
C -3.273 -3.618 2.313  -0.214
O -2.580 -3.308 1.109  -0.142
C -1.610 -4.296 0.826  -0.154
C -1.294 -4.349 -0.669  -0.295
C -2.543 -4.055 -1.531  -0.058
C -2.876 -2.544 -1.664  -0.331
O -4.165 -2.337 -1.066  -0.099
C -2.968 -2.072 -3.156  -0.239
N -4.033 -1.121 -3.448  0.018
O -0.222 -3.469 -0.976  -0.121
C 0.655 -3.934 -1.965  -0.452
C 2.084 -4.095 -1.344  -0.170
P 3.143 -2.608 -1.310  0.432
O 4.130 -2.813 -0.236  -0.288
O 2.300 -1.263 -0.998  -0.167
O 3.976 -2.394 -2.691  -0.133
P 0.594 -2.856 -3.484  0.764
O -0.384 -3.508 -4.417  -0.450
H -6.032 -0.535 4.495  0.030
H -5.397 0.178 2.977  0.008
H -4.313 -0.243 4.319  0.066
H -5.504 -1.980 2.145  0.080
H -5.618 -2.627 3.777  0.057
H -3.326 -2.586 4.171  0.097
H -2.920 -1.530 2.853  0.110
H -2.693 -4.293 2.947  0.043
H -4.207 -4.132 2.054  0.132
H -2.046 -5.274 1.059  0.132
H -0.702 -4.102 1.410  0.121
H -1.047 -5.400 -0.863  0.147
H -2.285 -4.423 -2.532  0.103
H -3.406 -4.625 -1.192  0.132
H -2.190 -1.948 -1.070  0.120
H -4.820 -2.798 -1.602  0.073
H -3.152 -2.954 -3.765  0.032
H -2.020 -1.645 -3.481  0.071
H -4.893 -1.632 -3.581  -0.001
H -4.121 -0.432 -2.715  0.005
H 0.403 -4.916 -2.368  0.124
H 2.610 -4.839 -1.946  0.104
H 2.030 -4.470 -0.326  0.104
H 2.098 -1.248 -0.045  0.024
H 3.536 -1.710 -3.222  0.051
H 1.844 -2.857 -4.146  0.008
H 0.106 -1.561 -3.190  0.033
C 1.557 1.606 -2.456  -1.041
Cl 0.008 2.449 -2.421  0.509
Cl 2.273 1.595 -4.079  0.509
H 2.245 2.085 -1.772  -0.012
H 1.387 0.581 -2.151  -0.020
C 0.236 1.163 1.376  -0.970
Cl 0.739 -0.429 1.967  0.543
Cl 1.628 2.165 0.947  0.553
H -0.383 1.029 0.495  -0.007
H -0.325 1.662 2.157  0.034
C 8.007 0.221 2.333  -1.070
Cl 9.401 -0.538 3.129  0.489
Cl 6.671 0.483 3.463  0.497
H 8.329 1.181 1.935  -0.101
H 7.665 -0.425 1.531  0.029
C -4.812 1.610 0.008  -0.976
Cl -3.309 0.957 -0.660  0.570
Cl -5.957 0.330 0.416  0.577
H -4.578 2.170 0.906  0.026
H -5.265 2.259 -0.732  0.027
C 2.747 6.061 1.163  -1.029
Cl 1.258 6.311 2.081  0.490
Cl 3.117 7.379 0.054  0.494
H 3.575 5.962 1.856  0.017
H 2.629 5.148 0.588  -0.012
C -8.601 -2.295 5.856  -1.012
Cl -7.299 -3.470 6.078  0.515
Cl -8.649 -1.665 4.205  0.532
H -9.547 -2.780 6.070  0.022
H -8.443 -1.468 6.538  0.025
C 0.219 -4.245 4.972  -0.990
Cl 0.118 -2.676 4.165  0.509
Cl -1.361 -5.035 5.053  0.548
H 0.897 -4.880 4.413  0.027
H 0.588 -4.099 5.980  0.026
C 3.308 -1.220 -7.220  -1.017
Cl 1.871 -0.632 -6.370  0.485
Cl 3.919 -0.025 -8.367  0.515
H 4.083 -1.430 -6.491  0.021
H 3.048 -2.122 -7.760  0.027
C 9.728 3.891 0.280  -0.996
Cl 8.362 4.953 0.620  0.502
Cl 9.223 2.205 0.199  0.592
H 10.170 4.176 -0.667  0.028
H 10.454 3.995 1.078  0.031
C -6.490 -4.551 -4.987  -0.999
Cl -4.724 -4.541 -5.033  0.570
Cl -7.130 -3.216 -4.018  0.531
H -6.866 -4.458 -6.000  0.026
H -6.821 -5.485 -4.549  0.024
C 5.666 8.720 2.826  -1.074
Cl 6.545 7.508 1.894  0.484
Cl 6.611 9.265 4.219  0.514
H 5.466 9.570 2.184  0.027
H 4.726 8.315 3.186  -0.068
C 3.258 5.230 -3.415  -1.025
Cl 1.759 5.564 -2.540  0.493
Cl 3.681 6.548 -4.514  0.514
H 4.060 5.106 -2.696  0.025
H 3.128 4.322 -3.993  -0.020
C 1.296 10.371 2.986  -0.996
Cl 1.944 11.994 3.244  0.515
Cl 2.483 9.122 3.380  0.542
H 0.428 10.236 3.621  0.028
H 1.018 10.266 1.944  0.029

Summary:
charge	0
electronic energy	-14175.37460	Ha
Kohn-Sham gap	8.8	eV
HOMO energy	-8.63	eV



3.
DFT (ωB97M-V/def2-TZVPD) results for a molecular structure, C24H53Cl4N6O8Tl at a distorted geometry.

Each line ends with the Mulliken spin population.
Cartesian coordinates (Å):
Tl -3.740 30.012 3.134  0.004
C -1.344 26.378 5.598  0.008
C -2.319 27.224 4.766  0.022
O -3.095 28.054 5.310  -0.765
O -2.297 27.280 3.531  -0.243
H -2.084 25.819 6.170  -0.007
H -0.620 26.827 6.278  -0.005
H -0.803 25.621 5.030  -0.004
C 1.396 24.832 8.629  0.083
C 2.365 23.826 8.049  0.006
O 3.505 24.192 7.882  0.838
N 1.873 22.663 7.650  0.044
C 2.763 21.738 6.925  0.002
H 0.730 24.267 9.281  0.014
H 0.828 25.262 7.804  0.007
H 1.878 25.628 9.197  0.003
H 0.967 22.342 7.960  0.000
H 3.437 22.164 6.181  0.002
H 2.237 20.908 6.454  0.000
H 3.341 21.184 7.664  0.001
C -0.982 30.261 -0.846  0.000
C -0.938 29.176 0.209  0.000
O -1.523 29.277 1.303  -0.002
N -0.229 28.089 -0.054  0.000
C -0.036 26.946 0.780  0.002
H -0.471 31.187 -0.581  0.000
H -2.035 30.496 -1.001  0.000
H -0.520 29.944 -1.780  0.000
H 0.285 28.170 -0.920  0.000
H -0.419 26.047 0.298  0.000
H -0.591 26.923 1.718  0.002
H 1.013 26.932 1.078  0.000
C -3.469 27.325 12.534  0.000
C -2.578 27.443 11.311  0.002
O -1.461 26.849 11.247  -0.004
N -2.987 28.172 10.280  -0.006
C -2.459 28.088 8.951  -0.004
H -3.677 26.288 12.797  0.000
H -4.399 27.784 12.201  0.000
H -3.243 27.809 13.484  0.000
H -3.697 28.862 10.475  0.000
H -2.109 29.062 8.610  -0.001
H -3.277 27.778 8.300  -0.005
H -1.591 27.439 8.832  0.001
C -6.122 29.297 7.247  -0.001
C -7.479 28.691 7.513  0.000
O -7.814 28.409 8.687  0.000
N -8.356 28.622 6.545  0.000
C -9.616 28.042 6.769  0.000
H -6.344 30.227 6.722  0.000
H -5.487 28.706 6.587  0.001
H -5.554 29.531 8.147  0.000
H -8.076 28.913 5.620  0.000
H -9.479 27.017 7.114  0.000
H -10.128 27.993 5.808  0.000
H -10.298 28.587 7.422  0.000
C 1.182 30.745 2.994  0.000
C 0.272 30.358 4.114  0.001
O -0.936 30.412 3.946  0.001
N 0.882 30.090 5.309  0.000
C 0.239 29.775 6.598  -0.001
H 1.850 31.569 3.244  0.000
H 0.548 31.155 2.209  0.000
H 1.807 29.955 2.577  0.000
H 1.871 30.282 5.377  0.000
H -0.807 30.027 6.773  0.000
H 0.789 30.265 7.403  0.000
H 0.271 28.715 6.849  0.000
C -2.838 24.969 0.422  0.083
C -3.185 24.085 1.636  -0.054
O -3.485 22.934 1.513  0.780
N -3.209 24.661 2.867  0.172
C -3.591 23.996 4.104  0.011
H -3.747 24.898 -0.176  -0.007
H -2.017 24.619 -0.202  -0.005
H -2.734 25.991 0.786  0.022
H -2.760 25.564 2.912  -0.007
H -3.814 24.873 4.711  -0.006
H -2.802 23.503 4.673  0.006
H -4.469 23.356 4.016  0.005
Cl -4.923 23.579 7.471  0.000
C -4.650 25.262 7.851  0.001
C -5.717 25.869 8.655  -0.001
Cl -5.779 25.114 10.241  0.000
H -4.624 25.762 6.883  0.002
H -3.644 25.371 8.256  -0.001
H -6.684 25.652 8.201  0.000
H -5.600 26.935 8.850  0.000
Cl 2.361 26.735 5.917  0.003
C 2.753 25.431 4.754  0.003
C 1.846 25.656 3.548  0.000
Cl 2.567 24.999 2.048  0.000
H 2.532 24.525 5.319  -0.004
H 3.833 25.530 4.648  0.000
H 1.651 26.705 3.323  0.000
H 0.877 25.157 3.534  0.000

Summary:
<S²>	1.77
charge	+3
electronic energy	-3888.87648	Ha
2S+1	2
Kohn-Sham gap (alpha / beta)	3.1 / 2.4	eV
HOMO energy (alpha / beta)	-14.97 / -14.98	eV



Question: Which formula does entry 3 have?
Answer: C24H53Cl4N6O8Tl